No. 1
Formula: C20H38NO5
Source: OMol25
Level of theory: wB97M-V/def2-TZVPD

## Properties
HOMO energy (eV): -11.85
SMILES string: CC(=O)OCCCCCCCC[C@@H]1C[NH2+][C@H](CCCCOC(C)=O)CO1
E_tot (eV): -33066.367
LUMO (Ha): -0.121
Net charge: +1

CARTESIAN COORDINATES (ANGSTROEM)
C1 -0.34820 6.13093 -0.53394
C2 -0.24927 6.76771 -2.05699
O1 0.78686 7.58233 -2.31091
O2 -1.22436 6.50473 -3.14309
C3 -0.70593 5.47128 -4.07116
C4 -1.64892 4.09690 -4.09782
C5 -2.94449 4.31449 -3.08862
C6 -3.86055 2.93072 -2.91977
C7 -2.88405 1.83472 -2.18200
C8 -3.72556 0.65866 -1.34558
C9 -2.80203 -0.70515 -1.46424
C10 -2.89171 -1.69977 -0.16278
C11 -1.70958 -1.46958 0.96123
C12 -0.21888 -1.58430 0.28759
N1 0.55438 -2.82311 0.78645
C13 0.83934 -2.59982 2.28652
C14 1.60867 -3.95038 2.80704
C15 2.30207 -3.83185 4.28740
C16 3.59064 -2.82281 4.37600
C17 4.30348 -2.47352 2.94175
O3 5.20465 -3.57137 2.45675
C18 5.51311 -3.35003 1.00547
C19 4.48737 -4.15933 -0.03854
O4 6.48701 -2.55657 0.55270
C20 -0.62332 -2.32272 2.97981
O5 -1.77168 -2.43759 2.06738
H1 0.73272 5.78210 -0.21220
H2 -1.07675 5.18780 -0.47707
H3 -0.73501 6.95478 0.22612
H4 -0.68517 5.91914 -5.16845
H5 0.41466 5.23714 -3.78743
H6 -0.96048 3.20320 -3.78014
H7 -2.00553 3.87020 -5.21235
H8 -3.57446 5.22357 -3.47404
H9 -2.48306 4.51053 -2.00760
H10 -4.78826 3.24424 -2.27825
H11 -4.18327 2.55311 -3.99175
H12 -2.23746 1.32695 -3.04121
H13 -2.18721 2.36073 -1.40180
H14 -4.74565 0.47640 -1.89904
H15 -3.87148 0.97878 -0.21228
H16 -3.21657 -1.29518 -2.41278
H17 -1.71850 -0.34865 -1.73972
H18 -2.76547 -2.80899 -0.57925
H19 -3.99173 -1.67407 0.29317
H20 -1.86999 -0.36107 1.37369
H21 -0.22462 -1.69214 -0.89400
H22 0.38660 -0.60924 0.61076
H23 0.00885 -3.69908 0.61499
H24 1.42227 -2.85525 0.20740
H25 1.46187 -1.60949 2.36501
H26 2.37596 -4.34391 2.00832
H27 0.77486 -4.79985 2.89850
H28 2.56041 -4.94074 4.64578
H29 1.48246 -3.45305 5.06781
H30 3.38167 -1.81772 4.94677
H31 4.41530 -3.39212 5.02496
H32 3.57887 -2.10632 2.09939
H33 5.04265 -1.56038 3.15349
H34 4.77655 -4.01823 -1.16374
H35 4.47051 -5.27721 0.32745
H36 3.42415 -3.71733 0.17007
H37 -0.77963 -3.12761 3.83606
H38 -0.67915 -1.25557 3.48272

Results of the Mulliken charge analysis, in e, for atoms 1 through 2: number 1, C, carries -0.633; number 2, C, carries 0.537

***

No. 2
Formula: C20H39BrN4NaO7V
Source: OMol25
Level of theory: wB97M-V/def2-TZVPD

## Properties
HOMO energy (eV): -5.30
E_tot (eV): -141795.458
LUMO (Ha): -0.106

CARTESIAN COORDINATES (ANGSTROEM)
C1 -3.16623 2.13819 1.21889
C2 -3.95939 0.70943 1.20104
C3 -2.94908 -0.30045 0.45543
C4 -2.01522 -1.25497 1.29911
C5 -1.08844 -2.10137 0.40848
C6 -1.11259 -1.99059 -1.13150
C7 -0.07660 -2.87711 -1.96864
C8 1.21467 -1.92567 -2.28057
N1 2.36050 -2.19822 -1.33965
N2 -2.03939 -1.11307 -1.73930
N3 -2.81675 -0.39406 -0.95381
H1 -3.00456 2.46648 0.12594
H2 -2.10473 1.95590 1.63293
H3 -3.70946 2.93650 1.81658
H4 -4.07470 0.41871 2.30078
H5 -4.95155 0.82774 0.65916
H6 -2.03673 -1.29058 2.43220
H7 -0.33831 -2.82165 0.88354
H8 0.30367 -3.69555 -1.27678
H9 -0.54984 -3.24830 -2.93330
H10 0.97266 -0.81262 -2.13485
H11 1.58496 -2.04218 -3.36079
H12 1.92376 -2.43821 -0.44125
H13 2.95500 -2.95761 -1.70089
H14 -3.46647 0.23765 -1.46651
C9 -4.35174 -3.73815 -1.36076
C10 -5.54484 -4.52492 -0.86378
C11 -6.45481 -3.73078 0.02835
O1 -7.01690 -4.73157 0.86660
C12 -6.10176 -5.74052 0.93482
O2 -6.14742 -6.64087 1.71772
O3 -5.12875 -5.58546 -0.00759
H15 -3.76486 -4.34930 -2.05101
H16 -4.66135 -2.82801 -1.87799
H17 -3.67989 -3.46732 -0.53927
H18 -6.09130 -4.96023 -1.70756
H19 -7.23486 -3.21035 -0.53025
H20 -5.92568 -3.00680 0.65810
C13 1.21996 1.76954 1.12341
C14 1.65523 2.84718 0.13582
N4 0.79375 4.02850 0.11722
C15 1.09142 4.93700 -0.99458
C16 2.45646 5.62382 -1.00615
C17 0.57001 4.68050 1.40284
C18 1.79660 5.19921 2.15527
H21 0.19842 1.43152 0.91724
H22 1.88385 0.90426 1.03934
H23 1.27221 2.11481 2.15937
H24 1.64295 2.38906 -0.85839
H25 2.69824 3.11129 0.34447
H26 0.31097 5.70545 -1.05021
H27 0.99242 4.37105 -1.92717
H28 2.50080 6.44703 -0.29026
H29 2.64272 6.05590 -1.99300
H30 3.27411 4.93255 -0.79687
H31 0.03757 3.98127 2.05824
H32 -0.13641 5.50809 1.27158
H33 2.63374 4.49821 2.12648
H34 1.54153 5.35284 3.20965
H35 2.13159 6.15924 1.76864
O4 5.09090 -3.66737 -0.42840
C19 5.82766 -3.03021 0.46809
C20 5.08805 -1.68305 0.91098
O5 5.86123 -1.02180 1.82631
H36 6.84746 -2.71741 0.15142
H37 6.04924 -3.56923 1.40915
H38 4.09132 -1.99258 1.23164
H39 4.85615 -1.14772 -0.02605
Na1 8.38269 -1.56915 0.21246
O6 6.36943 1.87369 -1.78247
V1 4.87783 2.57413 -2.36064
O7 3.38735 3.27300 -2.93771
Br1 4.31155 -1.08473 3.43867

Results of the Mulliken charge analysis, in e, for atoms 1 through 2: number 1, C, carries -0.849; number 2, C, carries -0.677

***

No. 3
Formula: C20H39Cl22FN3O2
Source: OMol25
Level of theory: wB97M-V/def2-TZVPD

## Properties
HOMO energy (eV): -12.25
E_tot (eV): -308142.986
LUMO (Ha): -0.104
Net charge: +1

CARTESIAN COORDINATES (ANGSTROEM)
C1 4.80082 0.57773 -0.58976
C2 4.16603 -0.79750 -0.95199
O1 3.89148 -0.95317 -2.33982
C3 2.91047 -1.06857 -0.08680
C4 1.66943 -0.26695 -0.49407
C5 1.58359 1.15984 0.06416
C6 0.58519 1.88771 -0.84972
C7 0.56019 3.40859 -0.59108
C8 1.56100 4.02125 -1.55599
O2 1.30234 4.24699 -2.64604
F1 2.79654 4.27500 -1.12132
N1 -0.73157 1.20084 -0.64284
C9 -0.64407 -0.15326 -0.74373
N2 -1.51331 -0.78963 -1.46478
N3 0.36859 -0.92979 -0.11561
H1 4.26212 1.34850 -1.16539
H2 5.86044 0.67828 -0.82176
H3 4.59963 0.77489 0.46666
H4 4.89447 -1.60078 -0.70468
H5 4.44027 -0.28347 -2.76954
H6 2.66499 -2.12375 -0.28133
H7 3.15258 -1.00751 0.97915
H8 1.63910 -0.18447 -1.59113
H9 1.07131 1.10416 1.05028
H10 2.53287 1.68597 0.16620
H11 0.92272 1.73331 -1.88595
H12 0.89460 3.56755 0.43634
H13 -0.39951 3.88801 -0.78867
H14 -1.33919 1.49710 -1.41216
H15 -2.03051 -0.24654 -2.15016
H16 -1.66276 -1.77889 -1.30447
H17 0.25806 -0.78741 0.89262
C10 0.60010 3.40856 3.59436
Cl1 2.18234 3.94762 3.01251
Cl2 -0.00798 2.05055 2.63215
H18 0.69232 3.09401 4.62455
H19 -0.10337 4.23088 3.51738
C11 -2.67428 1.28633 5.57959
Cl3 -3.10018 1.37796 3.86771
Cl4 -0.94136 1.56222 5.84252
H20 -3.23381 2.03835 6.11722
H21 -2.92785 0.29847 5.95013
C12 0.44983 1.57293 -5.02214
Cl5 -1.10608 1.13935 -4.29204
Cl6 1.67742 0.44404 -4.47080
H22 0.36530 1.52007 -6.10089
H23 0.71551 2.57944 -4.72103
C13 -6.78237 -0.54122 3.19420
Cl7 -5.52608 -0.36641 1.95923
Cl8 -6.10129 -0.31703 4.80981
H24 -7.54969 0.20506 3.02416
H25 -7.20570 -1.53147 3.12758
C14 -3.25561 2.72841 9.40222
Cl9 -4.47270 1.53256 8.93865
Cl10 -2.56425 3.52897 7.98401
H26 -3.72139 3.47662 10.03391
H27 -2.45949 2.22701 9.94151
C15 -9.95405 -0.61423 0.55495
Cl11 -8.75312 0.54475 -0.02631
Cl12 -9.23608 -1.78817 1.66755
H28 -10.73728 -0.07475 1.07594
H29 -10.36852 -1.14648 -0.29394
C16 -2.89594 -2.74758 1.05480
Cl13 -3.20857 -2.94959 2.77260
Cl14 -3.39249 -4.15615 0.11225
H30 -3.44908 -1.88056 0.70287
H31 -1.82774 -2.59589 0.91589
C17 7.65098 -3.11828 -0.27373
Cl15 7.46677 -1.37079 -0.49235
Cl16 6.46860 -3.75275 0.87394
H32 7.50685 -3.60683 -1.23149
H33 8.64859 -3.32047 0.10028
C18 4.93018 -7.58094 1.21868
Cl17 3.98893 -6.19184 1.78240
Cl18 6.49124 -7.08776 0.55450
H34 5.10266 -8.24758 2.05630
H35 4.36755 -8.09203 0.44539
C19 -1.72669 -1.84678 -6.16832
Cl19 -2.12174 -2.40393 -4.53204
Cl20 -2.69407 -2.67866 -7.38354
H36 -1.92368 -0.78241 -6.22980
H37 -0.67663 -2.04462 -6.35714
C20 2.52945 2.86409 -8.19790
Cl21 2.52229 3.42491 -6.51730
Cl22 1.67050 1.32859 -8.38794
H38 2.04611 3.61227 -8.81621
H39 3.55773 2.72713 -8.51341

Results of the Mulliken charge analysis, in e, for atoms 1 through 2: number 1, C, carries -1.561; number 2, C, carries 1.181

***

No. 4
Formula: C20H39N2O2P3W
Source: OMol25
Level of theory: wB97M-V/def2-TZVPD

## Properties
HOMO energy (spin up / spin down) (eV): -20.84 / -20.41
ΔE to the lowest compared entry with this formula, charge and spin (eV): 2.6909
E_tot (eV): -58090.574
2S+1: 3
LUMO (spin up / spin down) (Ha): -0.578 / -0.578
Net charge: +4

CARTESIAN COORDINATES (ANGSTROEM)
P1 -2.27256 -0.87717 -1.66704
C1 -3.17140 -1.50198 -3.16600
H1 -4.24815 -1.59357 -2.93999
H2 -2.74839 -2.48846 -3.40195
H3 -3.01904 -0.81610 -4.01200
C2 -3.00024 -2.12844 -0.41494
H4 -4.07833 -2.28440 -0.59267
H5 -2.92293 -1.78300 0.62570
H6 -2.48307 -3.09314 -0.50398
C3 -3.50945 0.42819 -1.14496
H7 -4.49867 0.16710 -1.54896
H8 -3.22001 1.40833 -1.53580
H9 -3.59087 0.48817 -0.04991
P2 0.65366 2.13981 -1.88333
C4 0.87464 3.05161 -3.49455
H10 1.23932 4.06727 -3.25000
H11 -0.10884 3.13648 -3.97847
H12 1.60880 2.52843 -4.12675
C5 -0.36316 3.48037 -1.08181
H13 -0.12139 4.46760 -1.50406
H14 -0.19091 3.54904 0.00013
H15 -1.42688 3.29326 -1.24717
C6 2.20629 2.80902 -1.10518
H16 2.40809 3.83087 -1.46201
H17 3.05051 2.16904 -1.37300
H18 2.12237 2.85825 -0.01199
P3 1.36868 -2.00933 -1.63606
C7 1.98288 -2.86120 -3.15711
H19 2.69890 -3.64614 -2.87317
H20 2.48058 -2.14603 -3.82382
H21 1.10988 -3.30003 -3.65504
C8 3.01829 -1.68570 -0.82194
H22 3.72452 -2.49554 -1.06454
H23 2.89512 -1.65172 0.27034
H24 3.43482 -0.73623 -1.17818
C9 1.03754 -3.53268 -0.58294
H25 1.87116 -4.25105 -0.68202
H26 0.10815 -4.01148 -0.91671
H27 0.94859 -3.27320 0.48277
W1 0.03656 0.00875 -2.71835
C10 -1.34516 1.15999 -3.46892
O1 -2.21689 1.93072 -3.77255
C11 1.90244 0.16578 -3.35317
O2 3.08557 0.34640 -3.51414
C12 1.58786 0.47083 1.72679
C13 0.61221 -0.66658 1.86961
C14 -0.82428 -0.33149 1.60133
C15 -1.21017 0.95944 1.78624
C16 -0.28752 1.99934 1.85850
C17 1.10678 1.76367 1.84080
H28 2.54886 0.26483 1.24741
H29 0.88575 -1.48535 1.22648
H30 -1.31744 -0.97971 0.85672
H31 -2.28650 1.16417 1.78267
H32 -0.61318 3.03355 2.18427
H33 1.84585 2.54906 2.07024
C18 -1.05354 0.50579 5.94836
N1 0.09149 -0.27035 5.43580
C19 0.98205 -1.02352 6.34416
C20 0.20157 -0.48058 4.18472
N2 0.74903 -1.22428 3.35337
H34 -0.95992 0.34890 7.02920
H35 -1.97681 0.07602 5.50922
H36 -0.92590 1.55797 5.63222
H37 0.95531 -2.09030 6.05786
H38 2.00600 -0.62166 6.24266
H39 0.55206 -0.83287 7.33250

Results of the Mulliken charge analysis, in e, for atoms 1 through 2: number 1, P, carries 0.628; number 2, C, carries -1.102